(1)
DFT (ωB97M-V/def2-TZVPD) results for a cluster of 2 separate species, H4OS in total.

The geometry in XYZ format:
```
6
Properties=species:S:1:pos:R:3:forces:R:3:mulliken_charge:R:1
S 1.262255 2.334302 -3.198106 0.704 -0.689 0.146 -0.294
H 2.408953 1.576616 -3.123494 -0.788 0.470 -0.028 0.151
H 1.918263 3.323694 -3.796762 0.084 0.219 -0.118 0.143
H -1.716399 -3.022494 3.811156 -0.283 0.402 0.368 0.320
H -1.816872 -2.080163 2.690652 -0.094 0.463 -0.394 0.317
O -2.056199 -2.131954 3.616555 0.376 -0.865 0.026 -0.636
```
Forces are in eV/Å.

Highest occupied orbital energy in eV: -9.837
SMILES: O.S
Energy relative to the best compared isomer or geometry (same formula, charge and spin) in eV: 0.1467
E_tot in Ha: -475.8057


(2)
DFT (ωB97M-V/def2-TZVPD) results for a cluster of 2 separate species, H4OS in total.

The geometry in XYZ format:
```
6
Properties=species:S:1:pos:R:3:forces:R:3:mulliken_charge:R:1
O 0.377570 0.726828 0.644404 0.283 0.850 1.452 -0.581
H 0.876100 0.232938 1.334184 -0.523 0.469 -0.747 0.314
H 0.139890 1.579988 1.073225 0.316 -0.846 -0.371 0.297
S -0.308880 -1.435051 -1.146224 -0.220 -0.081 -0.317 -0.334
H 0.214820 -0.238472 -1.471274 -0.091 -0.285 0.096 0.150
H -1.299500 -0.866231 -0.434314 0.236 -0.107 -0.113 0.154
```
Forces are in eV/Å.

Highest occupied orbital energy in eV: -9.182
SMILES: O.S
Energy relative to the best compared isomer or geometry (same formula, charge and spin) in eV: 0.1807
E_tot in Ha: -475.8044


no.,maximum force (eV Å⁻¹),LUMO energy (eV),Kohn-Sham gap (eV)
1,0.996,1.0,10.83
2,1.706,0.7,9.84